Below is an isolated ion of composition C2H5FN2O2P and charge -1, with properties calculated with ωB97M-V with the def2-TZVPD basis set.

Each atom is followed by the atoms it is bonded to, with distances in Å.
Atoms and positions in Å:
1 N -2.254 0.573 -0.373  P2 1.573, H9 1.008
2 P -1.282 -0.597 0.026  N1 1.573, C3 1.863, H10 1.414, H11 1.416
3 C 0.512 -0.230 -0.316  P2 1.863, N4 1.441, F5 1.382, C6 1.558
4 N 1.431 -0.994 0.490  C3 1.441, H12 1.013, H13 1.012
5 F 0.732 -0.610 -1.626  C3 1.382
6 C 0.751 1.306 -0.211  C3 1.558, O7 1.239, O8 1.246
7 O 1.018 1.903 -1.263  C6 1.239
8 O 0.703 1.797 0.933  C6 1.246
9 H -2.789 0.896 0.418  N1 1.008
10 H -1.460 -0.903 1.395  P2 1.414
11 H -1.584 -1.750 -0.737  P2 1.416
12 H 1.704 -0.450 1.300  N4 1.013
13 H 2.278 -1.135 -0.046  N4 1.012

## Properties
SMILES string = N=[PH2][C@@](N)(F)C(=O)[O-]
maximum force = 0.035 Eh/bohr
total charge = -1
Kohn-Sham gap = 8.52 eV
relative energy (zero: lowest compared OMol25 entry of this formula, charge and spin) = 0.0 kJ/mol